No. 1
ORCA calculation (ωB97M-V with the def2-TZVPD basis set) on a structure of composition C19H43LaO2P3S in a non-equilibrium geometry.

Summary:
E: -64032.2714 eV
Net charge: +3
E_LUMO: -9.5 eV
Relative energy (zero: lowest compared OMol25 entry of this formula, charge and spin): 0.102 eV
Orbital gap: 7.5 eV
HOMO level: -0.6244 Eh
Largest force on an atom: 2.7 eV Å⁻¹

Each line ends with the Mulliken charge.
Positions of all 69 atoms, in Å:
La -0.61 0.17 0.23  1.774
P 1.61 0.98 2.12  0.394
P -0.94 2.83 -0.83  0.490
P 1.95 -0.41 -1.23  0.561
H -0.88 -4.39 1.75  0.241
C 0.19 -4.57 1.60  -0.526
C 1.12 -4.00 2.39  -0.476
H 0.84 -3.35 3.23  0.187
C 1.11 1.37 3.83  -1.347
C 2.42 2.55 1.64  -1.104
C 3.03 -0.13 2.43  -1.045
C -2.30 2.76 -2.06  -1.350
C -1.58 4.09 0.33  -1.138
C 0.31 3.80 -1.74  -1.217
C 2.69 -2.03 -0.78  -1.135
C 3.44 0.64 -1.35  -1.387
C 1.57 -0.67 -3.00  -1.316
H 0.47 -5.21 0.75  0.304
H 2.19 -4.18 2.24  0.325
H 0.64 0.50 4.30  0.245
H 0.40 2.21 3.84  0.375
H 2.01 1.65 4.41  0.515
H 1.66 3.34 1.52  0.291
H 2.96 2.45 0.69  0.240
H 3.13 2.85 2.43  0.463
H 2.66 -1.16 2.57  0.203
H 3.53 0.19 3.35  0.483
H 3.74 -0.12 1.60  0.278
H -2.57 3.78 -2.36  0.482
H -3.18 2.26 -1.62  0.378
H -1.99 2.18 -2.94  0.393
H -2.25 4.79 -0.18  0.413
H -0.75 4.64 0.79  0.405
H -2.14 3.59 1.14  0.284
H -0.17 4.60 -2.33  0.429
H 0.87 3.14 -2.41  0.324
H 1.02 4.26 -1.03  0.380
H 2.90 -2.60 -1.69  0.478
H 2.01 -2.61 -0.15  0.064
H 3.63 -1.87 -0.23  0.480
H 4.02 0.33 -2.23  0.493
H 4.06 0.55 -0.45  0.404
H 3.14 1.69 -1.48  0.302
H 2.51 -0.82 -3.55  0.491
H 1.06 0.21 -3.40  0.378
H 0.92 -1.54 -3.14  0.278
C -2.05 -1.66 -2.53  1.068
C -2.92 -0.91 -3.32  -0.662
C -3.01 -1.26 -4.67  -0.676
C -2.29 -2.36 -5.17  -0.704
C -1.47 -3.11 -4.33  -0.377
C -1.35 -2.76 -2.97  -0.872
O -1.70 -1.16 -1.24  -0.122
H -2.46 -0.63 -0.88  0.306
H -3.47 -0.07 -2.89  0.445
H -3.64 -0.68 -5.34  0.434
H -2.38 -2.63 -6.23  0.426
H -0.93 -3.98 -4.71  0.450
H -0.72 -3.32 -2.26  0.586
C -1.70 -1.69 4.01  -0.295
S -2.89 -0.74 3.06  0.396
C -2.74 0.84 3.91  -0.680
O -2.09 -0.44 1.73  -0.249
H -2.22 -2.00 4.93  0.505
H -0.82 -1.09 4.25  -0.006
H -1.42 -2.58 3.43  0.027
H -1.68 1.10 4.07  0.032
H -3.23 1.60 3.29  0.340
H -3.26 0.75 4.87  0.443



No. 2
ORCA calculation (ωB97M-V with the def2-TZVPD basis set) on a structure of composition C19H43OP3S2Zr in a non-equilibrium geometry.

Summary:
E: -73222.8091 eV
Net charge: +4
E_LUMO (spin up / spin down): -15.1 / -15.1 eV
Relative energy (zero: lowest compared OMol25 entry of this formula, charge and spin): 0.278 eV
Orbital gap (spin up / spin down): 3.5 / 3.5 eV
HOMO level (spin up / spin down): -0.6811 / -0.6811 Eh
Largest force on an atom: 2.8 eV Å⁻¹

Each line ends with the Mulliken charge.
Positions of all 69 atoms, in Å:
Zr 0.40 0.28 0.30  -0.162
P -1.11 -0.08 2.56  1.375
P 1.29 -2.36 0.70  0.946
P -1.84 -1.14 -0.45  1.175
H 2.09 2.76 -0.17  0.111
C 1.01 2.76 -0.38  -0.743
C 0.07 2.76 0.67  -0.192
H 0.38 2.99 1.72  0.211
C -0.38 0.72 4.05  -1.502
C -1.57 -1.66 3.42  -1.451
C -2.76 0.74 2.62  -1.219
C 2.46 -2.78 -0.64  -1.249
C 2.39 -2.70 2.13  -1.082
C 0.22 -3.84 0.82  -1.338
C -3.06 0.18 -0.86  -1.027
C -2.94 -2.33 0.39  -1.539
C -1.53 -2.11 -1.99  -1.300
H 0.77 3.05 -1.42  0.625
H -1.02 2.89 0.56  0.473
H -0.12 1.76 3.83  0.365
H 0.53 0.18 4.35  0.370
H -1.10 0.68 4.87  0.600
H -0.66 -2.23 3.65  0.366
H -2.24 -2.29 2.83  0.375
H -2.08 -1.42 4.37  0.551
H -2.65 1.79 2.31  0.398
H -3.14 0.72 3.66  0.524
H -3.50 0.26 1.97  0.339
H 2.80 -3.82 -0.52  0.474
H 3.33 -2.11 -0.59  0.426
H 1.96 -2.67 -1.61  0.358
H 2.67 -3.77 2.10  0.586
H 1.86 -2.52 3.08  0.355
H 3.30 -2.10 2.07  -0.027
H 0.86 -4.71 0.98  0.640
H -0.35 -3.98 -0.10  0.335
H -0.44 -3.75 1.70  0.313
H -3.65 -0.17 -1.71  0.498
H -2.57 1.13 -1.12  0.267
H -3.73 0.35 -0.01  0.429
H -3.70 -2.66 -0.33  0.547
H -3.45 -1.86 1.24  0.494
H -2.38 -3.21 0.72  0.361
H -2.37 -1.95 -2.68  0.517
H -1.45 -3.19 -1.79  0.452
H -0.62 -1.76 -2.48  0.370
C -0.35 1.80 -4.52  0.186
C -0.02 1.15 -5.73  -0.324
C -0.34 1.72 -6.97  -0.599
C -0.96 2.97 -7.03  -0.371
C -1.12 3.71 -5.86  -0.635
C -0.77 3.16 -4.61  -0.146
S -0.45 0.87 -2.98  0.031
H 0.78 1.02 -2.30  0.136
H 0.52 0.22 -5.67  0.400
H -0.06 1.20 -7.90  0.400
H -1.25 3.40 -7.99  0.440
H -1.47 4.75 -5.88  0.395
H -0.80 3.71 -3.68  0.317
C 4.36 0.31 2.80  -1.094
S 2.63 0.81 2.92  0.620
C 2.79 2.57 2.68  -1.069
O 2.02 0.45 1.48  -0.594
H 4.85 0.74 3.70  0.504
H 4.77 0.71 1.87  0.421
H 4.46 -0.78 2.85  0.422
H 3.61 2.85 3.34  0.584
H 2.98 2.82 1.62  0.297
H 1.85 3.03 3.01  0.282



No. 3
ORCA calculation (ωB97M-V with the def2-TZVPD basis set) on a structure of composition C19H43OP3SY in a non-equilibrium geometry.

Summary:
E: -62168.3964 eV
Net charge: +3
E_LUMO: -10.1 eV
Relative energy (zero: lowest compared OMol25 entry of this formula, charge and spin): 0.000 eV
Orbital gap: 7.2 eV
HOMO level: -0.6347 Eh
Largest force on an atom: 2.9 eV Å⁻¹

Each line ends with the Mulliken charge.
Positions of all 68 atoms, in Å:
Y -0.40 -0.32 0.23  -0.399
P 1.69 0.68 2.18  1.197
P -1.08 2.22 -0.37  1.318
P 2.06 -0.55 -1.11  1.150
H -1.68 -3.08 0.90  0.395
C -0.61 -3.36 0.81  -0.679
C 0.25 -3.03 1.79  -0.466
H -0.13 -2.76 2.77  0.356
C 1.23 1.12 3.90  -1.461
C 2.39 2.33 1.73  -1.266
C 3.24 -0.22 2.59  -1.323
C -2.54 2.19 -1.47  -1.467
C -1.54 3.50 0.86  -1.108
C 0.08 3.18 -1.39  -1.349
C 3.03 -2.05 -0.66  -1.313
C 3.44 0.67 -1.12  -1.384
C 1.83 -0.78 -2.91  -1.326
H -0.34 -3.82 -0.16  0.378
H 1.34 -3.04 1.69  0.305
H 1.08 0.22 4.51  0.348
H 0.33 1.74 3.92  0.287
H 2.06 1.69 4.33  0.603
H 1.58 3.06 1.64  0.313
H 2.95 2.28 0.79  0.259
H 3.07 2.62 2.54  0.519
H 2.98 -1.22 2.97  0.350
H 3.75 0.35 3.39  0.480
H 3.91 -0.30 1.73  0.375
H -2.74 3.21 -1.81  0.518
H -3.43 1.83 -0.94  0.435
H -2.37 1.57 -2.36  0.419
H -1.77 4.44 0.32  0.476
H -0.73 3.66 1.58  0.259
H -2.42 3.21 1.44  0.366
H -0.43 4.08 -1.76  0.528
H 0.42 2.58 -2.24  0.374
H 0.97 3.47 -0.81  0.335
H 3.55 -2.46 -1.54  0.461
H 2.37 -2.83 -0.25  0.271
H 3.77 -1.81 0.12  0.363
H 4.13 0.48 -1.95  0.504
H 3.99 0.65 -0.17  0.457
H 3.02 1.68 -1.25  0.331
H 2.77 -1.11 -3.36  0.521
H 1.49 0.15 -3.38  0.376
H 1.09 -1.55 -3.13  0.324
C -1.91 -1.73 -2.63  1.140
C -3.03 -1.22 -3.29  -0.721
C -3.22 -1.63 -4.61  -0.666
C -2.37 -2.57 -5.21  -0.763
C -1.33 -3.13 -4.47  -0.565
C -1.10 -2.72 -3.15  -0.386
O -1.60 -1.15 -1.39  -0.514
H -2.32 -0.51 -1.16  0.295
H -3.70 -0.51 -2.77  0.486
H -4.06 -1.20 -5.16  0.425
H -2.50 -2.82 -6.26  0.438
H -0.73 -3.92 -4.90  0.461
H -0.29 -3.15 -2.55  0.371
C -1.42 -0.80 4.19  -1.346
S -1.79 -0.17 2.54  0.652
C -2.87 1.16 3.08  -1.137
H -0.58 -1.48 4.19  0.373
H -2.32 -1.31 4.53  0.488
H -1.22 0.05 4.85  0.484
H -3.80 0.69 3.41  0.489
H -2.40 1.68 3.91  0.395
H -3.08 1.84 2.26  0.187